Version w
Here is a cluster of 2 separate species, C2H7N4O in total from OMol25. Energies are from wB97M-V/def2-TZVPD.

Last column: Löwdin charge in e.
Geometry (Å):
1 H -3.47 -1.19 -0.50  0.187
2 H 2.44 0.44 0.59  0.121
3 N 0.43 0.12 0.05  0.010
4 H 2.01 0.21 -1.08  0.077
5 C 0.13 -1.11 0.19  -0.137
6 N -3.31 -0.24 -0.15  -0.265
7 N -2.18 0.12 0.21  0.082
8 N 0.03 -2.18 0.65  0.335
9 H -2.10 1.05 0.66  0.117
10 O -4.34 0.38 -0.25  0.061
11 H 1.47 1.77 -0.23  0.131
12 H -0.29 0.80 -0.15  0.122
13 C 1.72 0.68 -0.21  0.005
14 H -0.02 -3.17 0.39  0.153

Computed properties:
Total charge = +1
2S+1 = 1
Kohn-Sham gap = 10.51 eV


Version x
Here is the ion C2H7N4O with charge +1 from OMol25. Energies are from wB97M-V/def2-TZVPD.

Last column: Löwdin charge in e.
Geometry (Å):
1 H 1.58 -1.21 0.47  0.171
2 H 1.34 0.93 -0.87  0.132
3 C 0.33 0.59 -1.02  -0.042
4 H -0.92 2.67 -0.79  0.133
5 H -1.43 2.81 0.74  0.104
6 H 0.77 -3.40 0.65  0.167
7 H -0.78 -2.57 0.96  0.179
8 N -0.19 0.34 1.30  0.279
9 N 0.63 -1.33 0.21  -0.126
10 N -1.13 2.19 0.08  0.192
11 H -0.25 1.10 -1.83  0.158
12 C -0.44 1.12 0.37  -0.437
13 O 0.22 -0.76 -0.93  -0.021
14 N 0.26 -2.48 0.67  0.110

Computed properties:
Total charge = +1
2S+1 = 1
Kohn-Sham gap (spin up / spin down) = 8.66 / 8.55 eV


Version y
Here is the ion C2H7N4O with charge +1 from OMol25. Energies are from wB97M-V/def2-TZVPD.

Last column: Löwdin charge in e.
Geometry (Å):
1 N 0.44 -0.26 -0.15  -0.014
2 C 0.55 -1.71 0.10  0.073
3 N 1.39 1.69 0.03  0.214
4 H 2.26 2.16 -0.21  0.128
5 N -1.64 0.46 -0.97  0.178
6 H -2.65 0.55 -0.87  0.144
7 H 1.31 -1.91 0.81  0.101
8 H 1.03 -2.08 -0.69  0.067
9 C -0.85 0.60 0.07  -0.529
10 H -0.53 1.28 2.05  0.150
11 H -1.38 -0.19 -1.75  0.149
12 H -0.37 -2.12 0.47  0.123
13 O 1.55 0.42 -0.04  0.016
14 N -1.12 1.11 1.15  0.201

Computed properties:
Total charge = +1
2S+1 = 1
Kohn-Sham gap (spin up / spin down) = 7.55 / 8.38 eV


Stability check: which of them is most stable? version w.